{
  "formula": "C36H42KN10O3P2Te",
  "method": "the ωB97M-V functional and the def2-TZVPD basis",
  "max_force_ev_per_a": 0.68,
  "total_charge": -1,
  "multiplicity": 1,
  "homo_energy_ha": -0.0999,
  "de_lowest_ev": 0.9856,
  "gap_ev": 4.5,
  "species": ["K", "C", "N", "C", "C", "N", "C", "P", "C", "N", "C", "C", "N", "C", "C", "N", "C", "C", "N", "C", "H", "H", "H", "H", "H", "H", "H", "H", "H", "H", "H", "H", "H", "H", "H", "N", "C", "C", "N", "C", "C", "N", "C", "C", "N", "H", "H", "H", "H", "H", "H", "C", "C", "O", "P", "O", "Te", "O", "C", "C", "H", "H", "H", "H", "H", "H", "H", "H", "H", "H", "C", "C", "C", "C", "C", "C", "C", "C", "C", "C", "C", "C", "C", "C", "H", "H", "H", "H", "H", "H", "H", "H", "H", "H", "H"],
  "coordinates": [[0.6054, 0.9546, -0.3549], [-4.8391, -1.8652, 0.3659], [-3.7939, -1.0559, -0.2198], [-3.9826, -0.0825, -1.1617], [-2.7404, 0.3886, -1.4818], [-1.7986, -0.2847, -0.7728], [-2.4412, -1.1396, -0.0110], [-1.7277, -2.3644, 1.1051], [-0.4817, -3.1213, 0.0208], [0.4980, -2.5257, -0.6196], [1.1461, -3.5035, -1.3088], [0.5493, -4.7142, -1.0864], [-0.4951, -4.4686, -0.2389], [-1.4200, -5.4598, 0.2677], [-0.6432, -1.3999, 2.2150], [0.5047, -0.8170, 1.9341], [1.0051, -0.3684, 3.1177], [0.1549, -0.6903, 4.1388], [-0.8936, -1.3504, 3.5607], [-2.0487, -1.8695, 4.2628], [-5.7966, -1.3931, 0.1568], [-4.7115, -1.9348, 1.4454], [-4.8425, -2.8719, -0.0551], [-4.9644, 0.1816, -1.5137], [-2.4731, 1.1616, -2.1809], [1.9895, -3.2836, -1.9406], [0.7585, -5.7038, -1.4546], [-1.2072, -6.4083, -0.2203], [-2.4484, -5.1745, 0.0501], [-1.3114, -5.5835, 1.3454], [1.9356, 0.1739, 3.1665], [0.1870, -0.4952, 5.1970], [-2.0582, -1.4497, 5.2663], [-2.0138, -2.9575, 4.3274], [-2.9640, -1.5718, 3.7549], [5.5332, 0.3764, -0.0746], [5.5027, -0.7333, -0.8916], [4.1849, -0.9733, -1.1326], [3.4052, -0.0365, -0.5091], [4.2367, 0.7664, 0.0988], [3.8270, 1.9189, 0.8888], [2.7021, 2.5626, 0.7202], [2.6769, 3.5432, 1.6752], [3.8127, 3.4955, 2.4283], [4.5523, 2.4512, 1.9141], [6.3408, 0.9520, 0.0850], [6.4001, -1.2161, -1.2338], [3.7477, -1.7418, -1.7448], [1.8468, 4.2268, 1.7422], [4.1627, 4.0933, 3.2508], [5.4110, 2.0891, 2.2875], [-3.3129, 1.1852, 2.8728], [-3.5920, 2.4633, 2.1025], [-2.7339, 2.5529, 0.9780], [-1.4342, 3.5276, 0.9918], [-0.6200, 3.1396, -0.1839], [-2.0791, 5.7928, 1.2994], [-0.6662, 2.9867, 2.3403], [-0.4903, 3.7525, 3.5262], [0.2909, 2.9184, 4.5170], [-4.0056, 1.0856, 3.7127], [-2.2882, 1.1836, 3.2478], [-3.4323, 0.3235, 2.2095], [-3.4854, 3.3521, 2.7342], [-4.6152, 2.4624, 1.7174], [-1.4625, 4.0435, 3.9341], [0.0344, 4.6813, 3.2887], [-0.2651, 2.0225, 4.7953], [0.4847, 3.5040, 5.4183], [1.2437, 2.6070, 4.0864], [-3.3383, -2.4150, -4.4454], [-2.4200, -3.0167, -3.5951], [-1.2081, -2.3983, -3.3228], [-0.8755, -1.1614, -3.8825], [-1.8069, -0.5734, -4.7463], [-3.0150, -1.1886, -5.0225], [0.3941, -0.4964, -3.5342], [0.8719, 0.5937, -4.1490], [2.1502, 1.1350, -3.7999], [2.2884, 2.2322, -2.9186], [3.5278, 2.7464, -2.5885], [4.6984, 2.2054, -3.1150], [4.5872, 1.1287, -3.9888], [3.3528, 0.6056, -4.3235], [-4.2880, -2.8916, -4.6592], [-2.6489, -3.9759, -3.1406], [-0.5022, -2.8640, -2.6398], [-1.5474, 0.3865, -5.1769], [-3.7214, -0.7045, -5.6883], [0.9364, -1.0185, -2.7304], [1.3971, 2.6963, -2.5068], [3.5766, 3.5868, -1.9044], [5.6671, 2.6292, -2.8736], [5.4828, 0.6827, -4.4125], [3.2900, -0.2349, -5.0059]]
}



{
  "formula": "C7H10N2S",
  "method": "the ωB97M-V functional and the def2-TZVPD basis",
  "max_force_ev_per_a": 3.66,
  "multiplicity": 1,
  "homo_energy_ha": -0.2865,
  "de_lowest_ev": 3.9992,
  "gap_ev": 7.9,
  "species": ["C", "C", "C", "C", "C", "C", "C", "N", "N", "S", "H", "H", "H", "H", "H", "H", "H", "H", "H", "H"],
  "coordinates": [[-0.6224, -2.4118, -0.3987], [-1.6711, -1.4926, -0.2442], [1.1445, -1.4111, 0.8397], [0.5092, 0.7483, 0.9644], [1.7547, -0.1149, 0.9296], [-0.4687, 0.6117, -0.1956], [-1.0682, 1.9441, -0.4037], [0.5733, -2.1133, 0.0654], [-1.5167, -0.2797, 0.0361], [2.8878, 0.3249, -0.5931], [-0.8057, -3.1576, -1.1288], [-2.7045, -1.9595, -0.0396], [-0.0744, 0.8403, 1.8732], [0.8872, 1.7996, 0.9652], [2.5228, 0.0324, 1.6225], [0.2364, 0.3199, -1.1516], [-0.2916, 2.6506, -0.5807], [-1.7635, 2.2528, 0.4107], [-1.7443, 1.9145, -1.3641], [2.2150, -0.4985, -1.6067]]
}



{
  "formula": "C10H11N2O11PPdS",
  "method": "the ωB97M-V functional and the def2-TZVPD basis",
  "max_force_ev_per_a": 0.26,
  "total_charge": -2,
  "multiplicity": 1,
  "homo_energy_ha": -0.0962,
  "de_lowest_ev": 0.0000,
  "gap_ev": 7.5,
  "species": ["Pd", "O", "S", "O", "O", "O", "O", "C", "O", "C", "C", "C", "C", "C", "C", "O", "N", "O", "O", "N", "O", "O", "H", "H", "C", "P", "C", "C", "H", "H", "H", "H", "H", "H", "H", "H", "H"],
  "coordinates": [[-0.6299, -0.0455, -0.4949], [-1.2929, 2.7588, 2.0379], [-1.6439, 1.5291, 1.3707], [-2.8205, 0.8645, 1.9012], [-0.4492, 0.5358, 1.4171], [-1.7529, 1.7113, -0.1348], [-0.2637, -1.0354, -4.4323], [-0.1642, -0.4526, -3.3597], [-1.0255, -0.5716, -2.4069], [1.0043, 0.4953, -3.1508], [0.9338, 1.7467, -3.6800], [2.0240, 2.6370, -3.5758], [3.1749, 2.2586, -2.9177], [3.2503, 1.0038, -2.3522], [2.1949, 0.0157, -2.4672], [2.2863, -1.1540, -2.0558], [4.4790, 0.6856, -1.6527], [5.5039, 1.2842, -1.9827], [4.4595, -0.1432, -0.7617], [1.9515, 3.9400, -4.1688], [0.9330, 4.2510, -4.7764], [2.9096, 4.7008, -4.0544], [0.0410, 2.0697, -4.1971], [4.0089, 2.9373, -2.8324], [0.1936, -3.3161, -1.3987], [0.1350, -2.0783, -0.0786], [-1.0701, -2.7857, 1.0938], [1.7049, -2.1723, 0.8164], [0.3199, -4.3128, -0.9690], [1.0208, -3.0672, -2.0607], [-0.7359, -3.2664, -1.9660], [-0.7591, -3.7640, 1.4694], [-2.0281, -2.8783, 0.5799], [-1.2013, -2.0880, 1.9207], [1.9079, -3.1867, 1.1691], [1.6439, -1.4865, 1.6628], [2.4869, -1.8375, 0.1346]]
}



{
  "formula": "C36H60As2BaClN4O2PSe2",
  "method": "the ωB97M-V functional and the def2-TZVPD basis",
  "max_force_ev_per_a": 3.35,
  "multiplicity": 1,
  "homo_energy_ha": -0.2588,
  "de_lowest_ev": 1.4030,
  "gap_ev": 7.2,
  "species": ["Ba", "C", "As", "C", "C", "C", "C", "C", "C", "C", "As", "C", "C", "H", "H", "H", "H", "H", "H", "H", "H", "H", "H", "H", "H", "H", "H", "H", "H", "Cl", "C", "C", "C", "C", "O", "C", "C", "O", "C", "H", "H", "H", "H", "C", "Se", "C", "C", "Se", "C", "H", "H", "H", "H", "H", "H", "H", "H", "H", "H", "N", "P", "N", "C", "C", "C", "C", "C", "N", "C", "C", "C", "C", "C", "N", "C", "C", "C", "C", "C", "H", "H", "H", "H", "H", "H", "H", "H", "H", "H", "H", "H", "H", "H", "H", "H", "H", "H", "H", "H", "H", "H", "H", "H", "H", "H", "H", "H", "H", "H"],
  "coordinates": [[0.7077, -1.1633, 0.5073], [5.1283, -2.1374, 1.4480], [4.5941, -1.3365, -0.2614], [6.0316, -2.0458, -1.3704], [5.2961, 0.4693, 0.0718], [6.6688, 0.6545, 0.2318], [7.1842, 1.8909, 0.5934], [6.3133, 2.9490, 0.8127], [4.9443, 2.7742, 0.6410], [4.4057, 1.5427, 0.2503], [2.4329, 1.2284, 0.0004], [1.8971, 3.1101, 0.0959], [2.5449, 1.0523, -1.9587], [6.0962, -1.7489, 1.7621], [5.1806, -3.2210, 1.3387], [4.3794, -1.9025, 2.2051], [6.9762, -2.0755, -0.8281], [6.1408, -1.4277, -2.2605], [5.7708, -3.0590, -1.6739], [7.3522, -0.1730, 0.0867], [8.2533, 2.0207, 0.7125], [6.6972, 3.9161, 1.1146], [4.2967, 3.6223, 0.8111], [2.4623, 3.7023, -0.6229], [2.0727, 3.5014, 1.0980], [0.8309, 3.1692, -0.1283], [2.6934, 2.0377, -2.3993], [1.6150, 0.6291, -2.3336], [3.3846, 0.4187, -2.2339], [-2.9621, -3.7836, 6.6337], [-1.8439, -3.2372, 5.4103], [-0.7552, -2.4270, 5.7802], [0.1490, -1.9945, 4.8462], [0.0201, -2.3371, 3.4718], [0.8799, -1.9417, 2.5905], [-1.1095, -3.1319, 3.1207], [-1.3904, -3.5126, 1.7538], [-0.8185, -3.1090, 0.7438], [-2.0111, -3.5855, 4.1055], [-0.6394, -2.1487, 6.8219], [0.9944, -1.3781, 5.1314], [-2.2163, -4.2312, 1.6339], [-2.8532, -4.2027, 3.8092], [0.1444, -3.0751, -4.8059], [0.7012, -1.8989, -3.3685], [2.5348, -2.5361, -3.2269], [2.7140, -3.9548, -2.6951], [1.9989, -4.2327, -0.9128], [0.3278, -5.0748, -1.4468], [0.7906, -2.9310, -5.6672], [-0.8734, -2.7971, -5.0681], [0.1582, -4.1142, -4.4877], [3.0040, -1.8154, -2.5610], [2.9981, -2.4391, -4.2093], [3.7731, -4.2027, -2.6532], [2.2309, -4.6981, -3.3246], [0.5478, -5.9108, -2.1075], [-0.3180, -4.3476, -1.9300], [-0.1465, -5.4433, -0.5414], [-0.2091, 0.7114, -0.3788], [-1.5106, 1.4642, -0.1168], [-2.9187, 0.6430, -0.6598], [-3.6118, -0.2326, 0.3110], [-4.6599, -1.1165, -0.3903], [-5.1665, -0.4345, -1.6550], [-4.0048, -0.3516, -2.6477], [-2.6790, -0.1108, -1.9091], [-1.8763, 1.7380, 1.4972], [-0.7490, 1.7449, 2.4518], [-1.2308, 1.4290, 3.8813], [-2.5544, 0.6755, 3.8327], [-3.6232, 1.6053, 3.2557], [-3.0669, 2.3929, 2.0421], [-1.5361, 2.9721, -0.8839], [-2.3838, 4.1125, -0.5593], [-3.5472, 4.2670, -1.5384], [-2.9998, 4.4139, -2.9586], [-2.0692, 3.2492, -3.2992], [-0.9762, 3.0928, -2.2385], [-4.1184, 0.3811, 1.0470], [-2.9040, -0.8731, 0.8585], [-5.4737, -1.3184, 0.3077], [-4.2231, -2.0852, -0.6580], [-5.5146, 0.5709, -1.4047], [-6.0113, -0.9722, -2.0883], [-4.1860, 0.4402, -3.3797], [-3.9294, -1.2922, -3.2046], [-1.9812, 0.4373, -2.5380], [-2.1843, -1.0629, -1.6902], [-0.2199, 2.7035, 2.4338], [-0.0479, 0.9744, 2.1464], [-1.3674, 2.3575, 4.4451], [-0.4663, 0.8505, 4.4013], [-2.8436, 0.3159, 4.8225], [-2.4418, -0.2060, 3.1920], [-3.9242, 2.3243, 4.0228], [-4.5162, 1.0406, 2.9846], [-2.8142, 3.4104, 2.3623], [-3.8217, 2.4879, 1.2619], [-1.7603, 5.0159, -0.6120], [-2.7387, 4.0452, 0.4633], [-4.1541, 5.1352, -1.2669], [-4.1816, 3.3738, -1.4725], [-2.4336, 5.3527, -3.0212], [-3.8120, 4.4844, -3.6837], [-1.6104, 3.3962, -4.2805], [-2.6565, 2.3268, -3.3434], [-0.3307, 3.9827, -2.2632], [-0.3409, 2.2319, -2.4364]]
}